Model one:
Entry from the OMol25 dataset: CH4NO2Si as an isolated structure (wB97M-V/def2-TZVPD).

## Properties
* orbital gap: 8.544 eV
* net charge: -1
* highest occupied orbital energy: -4.361 eV

Atoms and positions in Å:
C -0.44 1.52 1.43
N -0.02 0.31 1.50
O -0.67 2.31 2.32
O -0.69 1.73 0.05
Si -0.15 0.30 -0.66
H 0.70 0.24 2.90
H 1.19 0.49 -0.88
H -0.82 0.37 -2.12
H -0.73 -0.98 -0.38

These are the Mulliken partial charges, in e, on atoms 1 to 4:
1. C 0.641
2. N -0.655
3. O -0.673
4. O -0.394



Model two:
Entry from the OMol25 dataset: CH4NO2Si as an isolated structure (wB97M-V/def2-TZVPD).

## Properties
* orbital gap (spin up / spin down): 7.576 / 5.906 eV
* net charge: -1
* highest occupied orbital energy (spin up / spin down): -4.162 / -2.719 eV

Atoms and positions in Å:
C 0.44 1.98 -0.75
N -0.56 -2.72 -0.36
O 0.72 2.74 0.20
O 0.18 2.12 -1.89
Si 0.46 0.42 0.44
H -1.51 -2.30 -0.77
H -0.91 -2.89 0.61
H 1.83 0.40 1.16
H -0.65 0.25 1.36

These are the Mulliken partial charges, in e, on atoms 1 to 4:
1. C 0.444
2. N -0.634
3. O -0.533
4. O -0.536



Model three:
Entry from the OMol25 dataset: CH4NO2Si as an isolated structure (wB97M-V/def2-TZVPD).

## Properties
* orbital gap: 8.744 eV
* net charge: -1
* highest occupied orbital energy: -4.448 eV

Atoms and positions in Å:
C 2.15 0.03 -0.05
N 1.12 0.86 0.03
O 3.37 0.12 -0.02
O 1.50 -1.17 -0.17
Si -0.16 -0.53 0.11
H 1.40 1.99 0.63
H -0.82 -1.87 0.46
H -0.47 -0.56 -1.33
H -0.80 0.36 1.24

These are the Mulliken partial charges, in e, on atoms 1 to 4:
1. C 0.621
2. N -0.482
3. O -0.702
4. O -0.502



Stability summary - winner: model three; margin: 1.578 eV.



Model one:
Entry from the OMol25 dataset: one molecule with the formula C3H10NOP (wB97M-V/def2-TZVPD).

## Properties
* orbital gap: 9.551 eV
* net charge: 0
* highest occupied orbital energy: -8.783 eV
* SMILES string: CPN(C)CO

Atoms and positions in Å:
C -0.07 1.76 -0.45
C -0.92 -0.55 -1.01
C 0.90 -1.15 1.76
N 0.25 0.28 -0.75
O -0.91 2.41 -1.34
P 1.61 -0.37 0.19
H -0.46 1.67 0.60
H 0.94 2.22 -0.43
H -1.75 2.19 -0.91
H -0.68 -1.66 -1.29
H -1.66 -0.71 -0.13
H -1.28 -0.10 -2.02
H -0.03 -1.80 1.61
H 1.52 -2.08 2.15
H 0.77 -0.45 2.49
H 1.78 -1.67 -0.46

These are the Mulliken partial charges, in e, on atoms 1 to 4:
1. C -0.495
2. C -0.869
3. C -1.012
4. N -0.043



Model two:
Entry from the OMol25 dataset: one molecule with the formula C3H10NOP (wB97M-V/def2-TZVPD).

## Properties
* orbital gap: 9.460 eV
* net charge: 0
* highest occupied orbital energy: -8.586 eV
* SMILES string: CC(C)N=[PH2]O

Atoms and positions in Å:
C -0.14 0.46 1.43
C -1.49 -0.19 -0.53
C -0.47 0.82 -0.01
N 0.65 0.83 -0.88
O 2.55 -0.48 -2.14
P 1.58 -0.46 -0.88
H 0.12 -0.52 1.54
H 0.79 1.06 1.77
H -1.14 0.71 1.96
H -1.74 -0.11 -1.65
H -2.44 -0.32 0.09
H -1.05 -1.16 -0.41
H -0.84 1.86 0.03
H 2.64 0.27 -2.64
H 2.56 -0.80 0.00
H 0.91 -1.65 -0.69

These are the Mulliken partial charges, in e, on atoms 1 to 4:
1. C -1.283
2. C -1.097
3. C 0.174
4. N -0.527



Stability summary - winner: model two; margin: 0.546 eV.